(1)
Formula: C4H14N2
Source: OMol25
Level of theory: ωB97M-V/def2-TZVPD

Computed properties:
⟨S²⟩ = 0.75
Gap between HOMO and LUMO (alpha / beta) = 0.105 / 0.327 Eh
LUMO (alpha / beta) = 4.245 / 4.041 eV
E = -7353.057 eV
ΔE to the lowest compared entry with this formula, charge and spin = 0.440 eV

The geometry in ORCA input format:
```
! wB97M-V def2-TZVPD RIJCOSX def2/J DEFGRID3
* xyz -1 2
C 2.05451 0.84325 1.34326
C 1.76903 -0.46470 0.61346
N 2.73819 -0.82498 -0.40062
H 1.77788 1.70113 0.72440
H 3.12570 0.92347 1.54279
H 1.48562 0.87665 2.27056
H 0.74632 -0.64971 0.31536
H 1.81992 -1.21379 1.40616
H 2.62172 -0.31289 -1.26187
H 2.76816 -1.81935 -0.56309
C -1.76019 -1.05700 -0.84184
N -1.91351 0.06009 0.05239
C -2.35797 1.30397 -0.53564
H -1.08356 -0.73749 -1.65742
H -2.67363 -1.35274 -1.37953
H -1.24700 -1.91254 -0.39995
H -2.42474 -0.21380 0.88177
H -3.39803 1.28953 -0.89971
H -2.28619 2.09599 0.21289
H -1.76222 1.46493 -1.42339
*
```

Partial charges, natural (NBO), in e:
1 C -0.627
2 C -0.326
3 N -0.908
4 H 0.193
5 H 0.197
6 H 0.198
7 H 0.190
8 H 0.162
9 H 0.343
10 H 0.344
11 C -0.924
12 N -0.659
13 C -0.523
14 H 0.165
15 H 0.143
16 H 0.180
17 H 0.342
18 H 0.143
19 H 0.178
20 H 0.190

(2)
Formula: C4H14N2
Source: OMol25
Level of theory: ωB97M-V/def2-TZVPD

Computed properties:
Gap between HOMO and LUMO = 0.361 Eh
LUMO = 1.140 eV
E = -7354.810 eV
ΔE to the lowest compared entry with this formula, charge and spin = 0.307 eV

The geometry in ORCA input format:
```
! wB97M-V def2-TZVPD RIJCOSX def2/J DEFGRID3
* xyz 0 1
N 0.09207 1.32187 -0.72477
C 2.31760 0.59064 -0.02635
C 1.51761 1.34646 -1.07579
H -0.45725 1.82748 -1.42854
H -0.24879 0.35425 -0.73909
H 2.15082 1.03690 0.96846
H 3.39606 0.63161 -0.25400
H 2.00463 -0.46656 0.00536
H 1.83518 2.40685 -1.08915
H 1.72927 0.91913 -2.07481
N -1.13624 -1.22037 0.01703
C -2.40500 -0.50470 0.11225
C -0.46441 -1.28503 1.31141
H -1.31810 -2.17736 -0.31143
H -2.19241 0.54964 0.35679
H -3.07847 -0.91572 0.88302
H -2.92063 -0.54279 -0.86207
H -1.09655 -1.71269 2.10773
H 0.44833 -1.89750 1.21975
H -0.17374 -0.26211 1.60420
*
```

Partial charges, natural (NBO), in e:
1 N -0.877
2 C -0.614
3 C -0.212
4 H 0.349
5 H 0.384
6 H 0.208
7 H 0.207
8 H 0.199
9 H 0.179
10 H 0.156
11 N -0.639
12 C -0.428
13 C -0.426
14 H 0.358
15 H 0.209
16 H 0.169
17 H 0.200
18 H 0.168
19 H 0.200
20 H 0.210

(3)
Formula: C4H14N2
Source: OMol25
Level of theory: ωB97M-V/def2-TZVPD

Computed properties:
Gap between HOMO and LUMO = 0.360 Eh
LUMO = 1.089 eV
E = -7354.620 eV
ΔE to the lowest compared entry with this formula, charge and spin = 0.497 eV

The geometry in ORCA input format:
```
! wB97M-V def2-TZVPD RIJCOSX def2/J DEFGRID3
* xyz 0 1
C -3.08575 0.82606 1.45176
C -3.39756 0.28390 0.06833
C -2.20936 -0.35559 -0.60600
H -3.11730 0.01769 2.18283
H -2.14104 1.35748 1.38091
H -3.84905 1.55226 1.73142
H -4.21656 -0.44426 0.06724
H -3.73699 1.10552 -0.55792
H -2.01806 -1.38566 -0.28767
H -1.29852 0.16056 -0.29268
H -2.15868 -0.27102 -1.68147
N 3.99623 -0.37226 0.20934
C 2.68887 -0.78260 -0.30680
N 1.93148 0.31601 -0.83501
H 3.90254 -0.04105 1.15498
H 4.41361 0.28644 -0.43077
H 2.17868 -1.29349 0.50984
H 2.85583 -1.56464 -1.06696
H 2.34174 1.21252 -1.03322
H 1.09726 0.21761 -1.39064
*
```

Partial charges, natural (NBO), in e:
1 C -0.603
2 C -0.399
3 C -0.613
4 H 0.205
5 H 0.204
6 H 0.206
7 H 0.196
8 H 0.193
9 H 0.203
10 H 0.198
11 H 0.209
12 N -0.835
13 C -0.034
14 N -0.904
15 H 0.362
16 H 0.354
17 H 0.164
18 H 0.149
19 H 0.371
20 H 0.374

(4)
Formula: C4H14N2O
Source: OMol25
Level of theory: ωB97M-V/def2-TZVPD

Computed properties:
Gap between HOMO and LUMO = 0.278 Eh
LUMO = 0.595 eV
E = -9399.812 eV
ΔE to the lowest compared entry with this formula, charge and spin = 3.795 eV

The geometry in ORCA input format:
```
! wB97M-V def2-TZVPD RIJCOSX def2/J DEFGRID3
* xyz 0 1
C 0.57390 -1.26181 -1.14759
C 0.95087 0.66628 0.62496
C 0.60235 1.82893 -0.29536
N 1.61797 -1.00686 -1.95553
N -0.68560 -1.07108 -1.49381
H 0.74902 -1.87872 -0.28147
H 2.54055 -1.10608 -1.56569
H 1.52515 -0.29568 -2.66559
H -0.87642 -0.41955 -2.24351
H -1.31570 -0.97637 -0.59656
H 0.91154 1.00230 1.66922
H 1.97914 0.32399 0.47153
H 1.25594 2.70311 -0.18923
H 0.63786 1.54145 -1.35544
H -0.42193 2.16830 -0.11012
C -1.98976 -0.39726 2.09407
O -1.27967 -0.75218 0.94092
H -0.19686 -0.16399 0.82054
H -2.80957 0.30001 1.86419
H -1.34014 0.07856 2.84308
H -2.42864 -1.28333 2.57142
*
```

Partial charges, natural (NBO), in e:
1 C 0.416
2 C -0.830
3 C -0.608
4 N -0.768
5 N -0.769
6 H 0.234
7 H 0.412
8 H 0.397
9 H 0.380
10 H 0.487
11 H 0.204
12 H 0.162
13 H 0.192
14 H 0.148
15 H 0.200
16 C -0.224
17 O -0.898
18 H 0.410
19 H 0.147
20 H 0.153
21 H 0.156